19
Properties=species:S:1:pos:R:3:forces:R:3 method="wB97M-V/def2-TZVPD" orbital_gap_ev=11.89 relative_energy_kj_mol=197.5 energy_ev=-5410.00306 smiles=CCC.CC e_homo_ev=-10.785
C 2.762351 0.189343 0.115692 0.325 1.828 -1.095
C 2.036284 1.460015 0.593378 1.476 1.056 0.252
H 2.860540 -0.426750 1.010016 -0.002 -0.771 -0.881
H 2.284073 -0.164593 -0.842943 0.438 -0.437 1.483
H 3.727650 0.585740 -0.192427 0.498 -0.768 0.025
H 2.567357 2.472793 0.512792 -0.307 -1.614 -0.153
H 1.880384 1.309418 1.639753 -0.766 0.343 0.675
H 1.155241 1.559010 0.038060 -1.685 0.350 -0.310
C -2.209960 -0.824532 -0.061153 2.478 -0.879 1.431
C -2.222465 0.614583 -0.444188 -0.181 0.200 -0.560
C -0.908717 -1.734379 -0.273954 -1.154 2.034 -0.072
H -2.350895 -0.712374 1.066748 -0.325 -1.597 -1.454
H -2.934970 -1.304613 -0.629846 -1.900 -1.102 -0.132
H -3.154039 0.811637 -0.991668 0.829 0.329 -0.704
H -1.262362 -2.746700 -0.241021 0.337 -0.787 1.934
H -1.258424 0.915944 -0.836678 -0.266 0.541 -0.656
H -2.400740 1.113279 0.464034 0.176 1.338 1.018
H -0.441714 -1.894522 -1.223658 -0.129 1.271 -1.540
H -0.129595 -1.223298 0.297064 0.157 -1.336 0.740